w) The following is a quantum chemistry calculation of 2 unconnected molecules or ions with the total composition C50H53F5N3O2Si, from the Open Molecules 2025 dataset.

CARTESIAN COORDINATES (ANGSTROEM)
C: -5.2976 3.1547 -2.7339
N: -4.1088 2.3411 -2.6625
C: -4.1741 0.9767 -2.7146
O: -5.1990 0.3012 -2.6920
C: -2.7329 0.4505 -2.7291
C: -2.4289 -0.2559 -4.0494
C: -3.3026 -1.4670 -4.1585
C: -4.3423 -1.5564 -5.0836
F: -4.4987 -0.5663 -6.0021
C: -5.2863 -2.5800 -5.0371
F: -6.3210 -2.6028 -5.8989
C: -5.1737 -3.5687 -4.0538
F: -6.1121 -4.5276 -3.9527
C: -4.0897 -3.5527 -3.1758
F: -3.9785 -4.5021 -2.2220
C: -3.1541 -2.5284 -3.2640
F: -2.0982 -2.5271 -2.3962
N: -1.9715 1.6640 -2.4474
C: -0.6703 1.6190 -2.1319
C: 0.1116 2.7467 -1.8819
C: 1.1827 2.7947 -1.0055
C: 2.2526 3.7242 -1.3165
C: 3.6002 3.2874 -1.3884
C: 4.5382 4.0178 -2.1119
C: 4.1839 5.2501 -2.6824
C: 2.9007 5.7803 -2.4694
C: 1.9477 5.0318 -1.7841
C: -2.7589 2.8895 -2.6604
C: -2.4041 3.5014 -4.0258
C: -2.6081 3.9296 -1.5544
H: -6.1650 2.5064 -2.8704
H: -5.4265 3.7312 -1.8119
H: -5.2219 3.8592 -3.5692
H: -2.5847 -0.2651 -1.9025
H: -2.6437 0.4105 -4.8974
H: -1.3694 -0.5507 -4.0726
H: -0.2111 0.6216 -2.1180
H: -0.0644 3.6382 -2.4967
H: 1.3489 1.9966 -0.2819
H: 3.8542 2.3266 -0.9307
H: 5.5479 3.6223 -2.2459
H: 4.9062 5.8051 -3.2872
H: 2.6426 6.7698 -2.8572
H: 0.9394 5.4271 -1.6257
H: -2.7409 2.8410 -4.8362
H: -2.8964 4.4756 -4.1281
H: -1.3205 3.6386 -4.1084
H: -2.8732 3.4886 -0.5858
H: -1.5830 4.2970 -1.4951
H: -3.2644 4.7771 -1.7851
C: 2.6432 -2.6511 -1.6629
Si: 3.1209 -3.6992 -0.2045
C: 1.8689 -5.0367 0.0897
C: 4.8453 -4.3606 -0.3637
O: 3.2062 -2.7133 1.1330
C: 2.3201 -2.1288 2.0670
C: 0.9310 -1.9221 1.4593
C: -0.1366 -2.7796 1.7330
C: -1.4277 -2.4015 1.3509
C: -1.6376 -1.2012 0.6727
C: -0.5420 -0.4083 0.3386
C: 0.7531 -0.8728 0.5597
C: 2.2842 -3.0068 3.3431
C: 3.2437 -4.0008 3.5629
C: 3.1156 -4.8618 4.6587
C: 2.0795 -4.6793 5.5764
C: 1.1797 -3.6231 5.4089
C: 1.2816 -2.7880 4.2906
C: 3.0433 -0.7501 2.4206
C: 4.2327 -0.9656 3.3777
C: 3.7747 -0.4988 4.7567
C: 2.4563 0.2638 4.5468
N: 2.2096 0.2154 3.1163
C: 1.3015 1.0645 2.5521
C: 0.0213 1.0751 3.0254
C: -1.1139 1.9107 2.7381
C: -2.3979 1.4644 3.1537
C: -3.5070 2.2948 3.0593
C: -3.3643 3.5888 2.5373
C: -2.1208 4.0081 2.0410
C: -1.0048 3.1714 2.1138
H: 2.7706 -3.2430 -2.5811
H: 1.5982 -2.3216 -1.6014
H: 3.2860 -1.7629 -1.7249
H: 2.0930 -5.8701 -0.5925
H: 1.9100 -5.4073 1.1219
H: 0.8504 -4.6816 -0.1147
H: 4.9356 -4.9379 -1.2940
H: 5.5703 -3.5363 -0.3868
H: 5.0946 -5.0138 0.4824
H: 0.0305 -3.7179 2.2682
H: -2.2751 -3.0346 1.6183
H: -2.6528 -0.8790 0.4213
H: -0.6910 0.6029 -0.0447
H: 1.6231 -0.4024 0.0889
H: 4.0899 -4.1050 2.8786
H: 3.8378 -5.6702 4.7797
H: 1.9801 -5.3507 6.4327
H: 0.3792 -3.4468 6.1296
H: 0.5599 -1.9813 4.1315
H: 3.3767 -0.3074 1.4664
H: 4.6049 -1.9919 3.3644
H: 5.0355 -0.3145 3.0164
H: 3.6310 -1.3362 5.4517
H: 4.5128 0.1758 5.1991
H: 1.6247 -0.2096 5.0919
H: 2.5092 1.3060 4.9004
H: 1.6141 1.6913 1.7093
H: -0.2097 0.2651 3.7275
H: -2.4866 0.4509 3.5582
H: -4.4803 1.9397 3.4035
H: -4.2272 4.2576 2.4972
H: -2.0091 5.0054 1.6085
H: -0.0264 3.4774 1.7323

Kohn-Sham gap: 4.71 eV
net charge: +1
highest occupied orbital energy: -0.347 Ha
LUMO energy: -4.7191 eV

Mulliken atomic charge list, values in e, 5 entries: C -0.9932; N 0.3410; C 0.2669; O -0.6834; C 0.8041

x) The following is a quantum chemistry calculation of 2 unconnected molecules or ions with the total composition C50H53F5N3O2Si, from the Open Molecules 2025 dataset.

CARTESIAN COORDINATES (ANGSTROEM)
C: 2.0686 -6.3466 -2.1516
N: 1.7715 -4.9349 -2.1445
C: 2.7645 -4.0002 -2.0518
O: 3.9616 -4.2319 -1.9072
C: 2.0969 -2.6228 -2.0825
C: 2.4223 -1.8644 -3.3573
C: 3.8898 -1.5585 -3.3979
C: 4.7699 -2.2816 -4.2035
F: 4.2717 -3.2314 -5.0360
C: 6.1483 -2.1034 -4.1398
F: 6.9718 -2.8392 -4.9129
C: 6.6746 -1.1627 -3.2520
F: 8.0065 -0.9939 -3.1604
C: 5.8177 -0.3926 -2.4630
F: 6.3206 0.5075 -1.5919
C: 4.4433 -0.5809 -2.5721
F: 3.6149 0.2009 -1.8166
N: 0.6878 -2.9778 -1.8970
C: -0.2304 -2.0011 -1.7375
C: -1.5351 -2.1815 -1.2918
C: -2.2771 -1.1711 -0.6830
C: -3.6831 -1.0207 -0.9985
C: -4.2756 0.2642 -1.1068
C: -5.4858 0.4272 -1.7757
C: -6.1439 -0.6821 -2.3278
C: -5.6517 -1.9731 -2.0864
C: -4.4655 -2.1485 -1.3805
C: 0.4124 -4.4001 -2.1700
C: -0.2352 -4.5632 -3.5552
C: -0.4549 -5.1053 -1.1313
H: 3.1489 -6.4784 -2.2409
H: 1.7300 -6.8204 -1.2220
H: 1.5608 -6.8324 -2.9922
H: 2.4477 -2.0270 -1.2188
H: 2.1542 -2.4808 -4.2262
H: 1.8438 -0.9317 -3.3794
H: 0.1260 -0.9826 -1.9542
H: -2.0252 -3.1329 -1.5122
H: -1.7481 -0.3027 -0.2972
H: -3.7266 1.1286 -0.7211
H: -5.9151 1.4259 -1.8817
H: -7.0408 -0.5433 -2.9322
H: -6.1936 -2.8444 -2.4597
H: -4.1015 -3.1536 -1.1544
H: 0.4107 -4.1348 -4.3330
H: -0.3968 -5.6293 -3.7606
H: -1.2036 -4.0468 -3.5714
H: -0.1744 -4.7819 -0.1237
H: -1.5164 -4.8977 -1.2937
H: -0.3211 -6.1930 -1.2041
C: 0.3566 3.6134 -2.0629
Si: 0.5169 4.8216 -0.6580
C: 2.2792 4.9690 -0.0908
C: -0.2468 6.4745 -1.0263
O: -0.4041 4.2601 0.6040
C: -0.4196 3.2681 1.6140
C: 0.5940 2.1670 1.2992
C: 1.8891 2.2392 1.8214
C: 2.7664 1.1660 1.6508
C: 2.3356 0.0219 0.9812
C: 1.0749 0.0108 0.3899
C: 0.2799 1.1619 0.3858
C: -0.0858 3.9284 2.9745
C: -0.1146 5.3189 3.1042
C: 0.3450 5.9158 4.2814
C: 0.7638 5.1253 5.3509
C: 0.7256 3.7338 5.2490
C: 0.3075 3.1314 4.0602
C: -1.9375 2.8041 1.6178
C: -2.8122 3.8885 2.2734
C: -2.9641 3.4735 3.7335
C: -2.6881 1.9630 3.7672
N: -2.2031 1.6154 2.4271
C: -2.3995 0.3346 1.9564
C: -1.4018 -0.6071 2.0228
C: -1.4002 -2.0448 2.1665
C: -0.2156 -2.6365 2.6738
C: -0.0411 -4.0099 2.6405
C: -1.0589 -4.8233 2.1278
C: -2.2714 -4.2539 1.7048
C: -2.4699 -2.8795 1.7920
H: 0.7350 4.0843 -2.9823
H: 0.9370 2.6989 -1.8806
H: -0.6928 3.3316 -2.2245
H: 2.8132 5.6487 -0.7698
H: 2.3343 5.3802 0.9252
H: 2.7902 3.9982 -0.1010
H: 0.2173 6.9243 -1.9145
H: -1.3249 6.3744 -1.2110
H: -0.1096 7.1618 -0.1807
H: 2.2094 3.1331 2.3648
H: 3.7716 1.2191 2.0665
H: 2.9692 -0.8641 0.9202
H: 0.6750 -0.9210 -0.0091
H: -0.5816 1.2824 -0.2766
H: -0.4769 5.9376 2.2759
H: 0.3663 7.0046 4.3380
H: 1.1168 5.5927 6.2691
H: 1.0374 3.1022 6.0817
H: 0.3291 2.0406 3.9574
H: -2.2296 2.6238 0.5688
H: -2.4284 4.9008 2.1329
H: -3.7915 3.8277 1.7862
H: -2.2345 3.9866 4.3693
H: -3.9620 3.6905 4.1264
H: -1.9241 1.6997 4.5163
H: -3.5935 1.3867 4.0101
H: -3.4061 0.0625 1.6056
H: -0.4475 -0.1639 2.3349
H: 0.5662 -1.9892 3.0787
H: 0.8899 -4.4493 3.0020
H: -0.9067 -5.9028 2.0486
H: -3.0573 -4.8928 1.2917
H: -3.4260 -2.4321 1.5092

Kohn-Sham gap: 5.40 eV
net charge: +1
highest occupied orbital energy: -0.374 Ha
LUMO energy: -4.7779 eV

Mulliken atomic charge list, values in e, 5 entries: C -1.0088; N 0.3115; C 0.1626; O -0.6880; C 0.9748

Relative energies, in kJ/mol, with the most stable structure set to zero: w) 0.0; x) 60.7.

w) The following is a quantum chemistry calculation of 3 unconnected molecules or ions with the total composition C5H12O2, from the Open Molecules 2025 dataset.

CARTESIAN COORDINATES (ANGSTROEM)
C: -0.6539 -2.2533 0.9839
C: -0.1434 -1.3228 -0.1461
C: 0.7394 -1.8289 -1.0534
C: -0.8576 0.3552 -1.9558
C: -1.1522 -0.3406 -0.8052
H: 0.1661 -2.7249 1.4579
H: -1.2797 -3.0043 0.5287
H: -1.1747 -1.6703 1.8538
H: 0.8002 -2.9162 -1.4502
H: 1.1485 -1.0885 -1.6155
H: -0.0519 1.0109 -2.0926
H: -1.6638 0.2393 -2.6863
H: -2.1457 -0.4401 -0.4292
H: -0.5525 1.0233 0.7363
H: 0.6948 1.0668 1.6945
O: -0.2054 1.2628 1.6137
H: 1.6383 4.8172 0.9364
H: 2.3017 3.4610 1.0444
O: 2.3919 4.3533 1.3848

Kohn-Sham gap: 8.11 eV
highest occupied orbital energy: -0.300 Ha
LUMO energy: -0.0646 eV

Mulliken atomic charge list, values in e, 5 entries: C -1.2990; C 0.7373; C -0.7915; C -0.6403; C -0.6734

x) The following is a quantum chemistry calculation of 2 unconnected molecules or ions with the total composition C5H12O2, from the Open Molecules 2025 dataset.

CARTESIAN COORDINATES (ANGSTROEM)
O: 2.4370 -1.1387 -0.9306
C: 1.5558 -0.7356 -0.2071
C: 0.1534 -1.1908 -0.4330
C: -0.9957 -0.1162 -0.0998
C: -2.2760 -0.8291 0.3925
C: -0.5469 0.8959 0.9618
H: 1.8790 -0.2220 0.7028
H: 0.0601 -1.4136 -1.4925
H: -0.1325 -2.0274 0.1927
H: -1.1876 0.3594 -1.0604
H: -3.0182 -0.8382 -0.3997
H: -2.6173 -0.3199 1.2934
H: -2.1065 -1.8371 0.7192
H: -0.5974 0.4383 1.9545
H: 0.4749 1.2432 0.8633
H: -1.2730 1.7016 0.9780
H: 2.7897 1.6849 -1.9510
H: 2.7403 2.5614 -0.4714
O: 2.6610 1.7839 -1.0126

Kohn-Sham gap: 10.09 eV
highest occupied orbital energy: -0.342 Ha
LUMO energy: 0.7862 eV

Mulliken atomic charge list, values in e, 5 entries: O -0.4896; C -0.1848; C -0.5178; C 0.6537; C -1.3254

y) The following is a quantum chemistry calculation of C5H12O2 in the gas phase, from the Open Molecules 2025 dataset.

CARTESIAN COORDINATES (ANGSTROEM)
C: -1.7381 0.3851 2.0209
C: -0.3477 0.0844 1.4703
C: -0.3563 -0.0629 -0.0517
O: -0.8929 1.0773 -0.6929
C: 1.0397 -0.3476 -0.6334
C: 0.9463 -0.9189 -2.0396
O: 1.7211 0.9086 -0.6300
H: -2.1156 1.3253 1.6095
H: -2.4469 -0.4052 1.7426
H: -1.7302 0.4596 3.1135
H: 0.3577 0.8783 1.7501
H: 0.0372 -0.8479 1.9067
H: -1.0180 -0.8998 -0.3156
H: -0.1482 1.6993 -0.7393
H: 1.5758 -1.0476 0.0255
H: 0.2855 -0.2931 -2.6478
H: 1.9332 -0.9685 -2.5176
H: 0.5406 -1.9356 -2.0154
H: 2.3565 0.9092 -1.3557

Kohn-Sham gap: 10.85 eV
highest occupied orbital energy: -0.368 Ha
LUMO energy: 0.8282 eV

Mulliken atomic charge list, values in e, 5 entries: C -1.2087; C -0.4939; C -0.1528; O -0.5924; C 0.3285

Relative energies, in kJ/mol, with the most stable structure set to zero: w) 431.8; x) 118.7; y) 0.0.